{
  "formula": "C39H70BrFN2O12S6",
  "method": "ωB97M-V/def2-TZVPD",
  "homo_energy_ev": -8.64,
  "total_charge": 0,
  "smiles": "CCSC[C@](C#N)(CCCCCCCCCOC)[C@](F)(C#N)CC(=O)Br.O=S1(=O)CCCC1.O=S1(=O)CCCC1.O=S1(=O)CCCC1.O=S1(=O)CCCC1.O=S1(=O)CCCC1",
  "symbols": ["C", "C", "S", "C", "C", "C", "N", "C", "C", "C", "C", "C", "C", "C", "C", "C", "O", "C", "C", "F", "C", "N", "C", "C", "O", "Br", "H", "H", "H", "H", "H", "H", "H", "H", "H", "H", "H", "H", "H", "H", "H", "H", "H", "H", "H", "H", "H", "H", "H", "H", "H", "H", "H", "H", "H", "H", "O", "S", "O", "C", "C", "C", "C", "H", "H", "H", "H", "H", "H", "H", "H", "O", "S", "O", "C", "C", "C", "C", "H", "H", "H", "H", "H", "H", "H", "H", "O", "S", "O", "C", "C", "C", "C", "H", "H", "H", "H", "H", "H", "H", "H", "O", "S", "O", "C", "C", "C", "C", "H", "H", "H", "H", "H", "H", "H", "H", "O", "S", "O", "C", "C", "C", "C", "H", "H", "H", "H", "H", "H", "H", "H"],
  "coordinates": [[0.1100, 4.0786, -1.4088], [-0.1867, 3.0259, -0.3327], [-0.2256, 1.3352, -0.9614], [-1.7895, 1.3811, -1.9066], [-1.8357, 0.3743, -3.0974], [-0.5325, -0.3233, -3.2033], [0.4405, -0.9104, -3.2360], [-2.0513, 1.1279, -4.4367], [-0.8985, 2.0871, -4.7850], [0.2000, 1.5001, -5.7097], [1.6075, 1.7226, -5.1253], [2.6742, 0.6815, -5.5507], [3.5498, 0.3063, -4.3385], [4.9949, -0.1278, -4.6591], [6.0126, 0.3187, -3.5831], [5.4659, 0.2555, -2.1568], [5.0755, 1.5835, -1.7482], [3.8885, 1.6230, -0.9910], [-2.9279, -0.7169, -2.8734], [-3.2256, -1.3410, -4.0803], [-4.1951, -0.0775, -2.4283], [-5.1191, 0.4414, -2.0207], [-2.5471, -1.7747, -1.8018], [-2.0194, -3.0712, -2.3610], [-1.4132, -3.2678, -3.3392], [-2.4495, -4.5797, -1.1709], [0.4976, 4.9836, -0.9323], [0.8547, 3.7102, -2.1168], [-0.8078, 4.3659, -1.9287], [-1.0961, 3.2710, 0.2134], [0.6295, 3.0260, 0.3965], [-1.8915, 2.3976, -2.2890], [-2.5952, 1.1918, -1.1993], [-2.9691, 1.7158, -4.3197], [-2.1931, 0.4141, -5.2486], [-0.4335, 2.5034, -3.8876], [-1.3579, 2.9316, -5.3093], [0.0237, 0.4295, -5.8576], [0.1270, 1.9770, -6.6914], [1.9677, 2.7076, -5.4358], [1.5214, 1.6713, -4.0362], [2.1856, -0.2068, -5.9626], [3.3322, 1.1230, -6.3069], [3.0640, -0.5172, -3.8111], [3.5928, 1.1825, -3.6866], [5.2916, 0.2124, -5.6567], [5.0325, -1.2235, -4.6923], [6.3648, 1.3328, -3.7889], [6.8622, -0.3709, -3.6376], [6.2450, -0.0619, -1.4598], [4.6104, -0.4138, -2.0487], [3.0767, 1.0492, -1.4622], [3.5688, 2.6675, -0.9321], [4.0413, 1.2329, 0.0257], [-3.4369, -2.0192, -1.2189], [-1.8414, -1.3517, -1.0775], [-4.4737, 0.9132, 2.9658], [-4.9957, 0.5039, 1.6832], [-4.2818, -0.4576, 0.8748], [-6.6915, -0.0281, 1.8979], [-7.5073, 1.2479, 1.7166], [-6.8841, 1.9808, 0.5202], [-5.3669, 1.9707, 0.7190], [-6.7982, -0.4885, 2.8774], [-6.9040, -0.7552, 1.1144], [-8.5607, 1.0246, 1.5537], [-7.4294, 1.8661, 2.6143], [-7.1330, 1.4565, -0.4033], [-7.2584, 3.0001, 0.4313], [-4.8307, 1.9157, -0.2201], [-5.0180, 2.8287, 1.2913], [6.0480, -0.4293, 1.2300], [5.2755, -1.6302, 1.0196], [5.1682, -2.2225, -0.2907], [5.8027, -2.8760, 2.1913], [4.9178, -2.6313, 3.4109], [3.5033, -2.3850, 2.8662], [3.6314, -1.3923, 1.7078], [6.8662, -2.7523, 2.3829], [5.6122, -3.8493, 1.7399], [4.9445, -3.4747, 4.0989], [5.2688, -1.7524, 3.9498], [3.0910, -3.3294, 2.5012], [2.8249, -1.9959, 3.6221], [2.9047, -1.5660, 0.9172], [3.5620, -0.3624, 2.0547], [2.1401, -8.5410, -1.1506], [1.5558, -8.7270, -2.4550], [2.2727, -9.4335, -3.4856], [-0.0738, -9.4438, -2.2501], [-0.9980, -8.2386, -2.1146], [-0.5337, -7.2308, -3.1733], [0.9932, -7.1338, -3.0756], [-0.0635, -10.0979, -1.3815], [-0.2926, -10.0175, -3.1504], [-2.0412, -8.5201, -2.2527], [-0.8961, -7.8023, -1.1181], [-0.8197, -7.5864, -4.1654], [-0.9953, -6.2574, -3.0242], [1.4680, -6.9523, -4.0362], [1.3089, -6.3778, -2.3588], [-2.3070, 6.6867, 2.3146], [-3.3101, 5.6544, 2.3152], [-3.4218, 4.7403, 1.2034], [-3.1903, 4.7218, 3.8384], [-4.1033, 5.4686, 4.8048], [-5.3670, 5.8163, 4.0058], [-4.9139, 6.3954, 2.6593], [-2.1479, 4.6863, 4.1464], [-3.5558, 3.7132, 3.6362], [-4.3316, 4.8632, 5.6805], [-3.6157, 6.3846, 5.1456], [-5.9521, 4.9091, 3.8405], [-6.0015, 6.5227, 4.5386], [-5.5894, 6.1480, 1.8440], [-4.7679, 7.4728, 2.7033], [2.2943, -0.1344, 4.6696], [2.9781, -0.3257, 5.9246], [4.0351, -1.2913, 6.0699], [3.5345, 1.2742, 6.5013], [2.3563, 1.8092, 7.3088], [1.8456, 0.6262, 8.1435], [1.7430, -0.5847, 7.2074], [3.7992, 1.8864, 5.6423], [4.4090, 1.1082, 7.1299], [2.6547, 2.6488, 7.9347], [1.5705, 2.1548, 6.6335], [2.5545, 0.4140, 8.9459], [0.8836, 0.8423, 8.6054], [1.9606, -1.5244, 7.7086], [0.7735, -0.6406, 6.7160]],
  "forces_ev_per_angstrom": [[-0.194, -0.004, 0.320], [0.310, 0.376, -0.071], [-0.063, -0.081, -0.031], [0.281, 0.057, 0.302], [0.593, 0.044, -0.432], [-1.430, 0.416, 0.152], [1.195, -0.651, -0.162], [-0.095, 0.297, 0.342], [-0.177, 0.162, -0.650], [0.075, 0.097, 0.383], [-0.058, -0.621, -0.466], [0.131, 0.312, 0.393], [0.205, -0.048, -0.477], [-0.147, -0.253, 0.296], [-0.266, -0.557, -0.278], [0.339, 0.816, 0.320], [-0.384, -0.107, -0.319], [0.027, -0.060, 0.085], [-0.095, -0.069, -0.011], [0.163, 0.077, 0.359], [1.430, -0.450, -0.582], [-1.282, 0.527, 0.260], [-0.730, 0.133, 0.155], [0.096, 0.137, 0.376], [0.192, -0.110, -0.544], [-0.050, -0.022, 0.188], [-0.052, -0.050, -0.073], [-0.078, 0.060, 0.004], [0.166, -0.056, -0.146], [-0.099, -0.064, 0.033], [-0.091, -0.173, -0.054], [-0.152, -0.146, -0.042], [-0.115, 0.003, -0.088], [-0.048, -0.203, -0.045], [-0.061, 0.033, 0.075], [-0.087, -0.078, 0.020], [0.069, 0.021, 0.174], [0.069, 0.060, 0.040], [-0.015, -0.178, 0.004], [-0.087, 0.094, 0.410], [0.062, 0.202, -0.037], [0.146, 0.063, -0.087], [-0.205, -0.177, -0.162], [-0.121, 0.312, 0.238], [-0.015, -0.099, 0.039], [0.070, 0.106, 0.131], [-0.061, 0.096, -0.141], [0.024, -0.062, 0.180], [0.091, 0.276, -0.062], [-0.109, -0.163, -0.080], [0.129, -0.117, -0.120], [0.087, 0.008, -0.003], [0.089, -0.067, 0.064], [0.004, 0.068, -0.059], [0.085, 0.065, -0.004], [0.098, -0.135, -0.139], [0.093, -0.034, 0.025], [-0.114, 0.026, -0.240], [0.161, 0.015, 0.171], [-0.206, 0.008, 0.022], [0.056, 0.071, -0.013], [-0.048, -0.082, 0.016], [-0.151, 0.277, 0.033], [0.109, -0.025, -0.002], [0.039, 0.004, -0.012], [-0.001, -0.003, 0.006], [-0.014, -0.030, 0.021], [0.030, -0.023, -0.004], [0.016, 0.001, 0.002], [0.113, -0.019, -0.012], [0.069, -0.056, 0.024], [0.045, -0.005, -0.121], [-0.213, -0.261, 0.151], [0.123, 0.077, -0.052], [-0.025, -0.065, 0.244], [-0.034, 0.039, -0.100], [0.052, -0.219, -0.060], [-0.230, -0.020, 0.125], [0.010, 0.051, -0.088], [-0.006, 0.029, -0.058], [0.009, 0.022, 0.023], [0.005, -0.002, 0.038], [0.035, 0.010, -0.049], [0.124, -0.096, -0.115], [0.060, 0.065, -0.067], [0.079, 0.006, -0.009], [0.059, -0.024, -0.005], [-0.078, 0.003, -0.085], [0.075, -0.017, 0.070], [-0.218, 0.016, 0.040], [0.050, 0.048, 0.000], [0.008, -0.043, -0.015], [-0.179, 0.142, -0.078], [0.110, -0.008, -0.009], [0.040, -0.001, -0.010], [-0.002, 0.009, 0.006], [-0.004, -0.017, 0.006], [0.017, -0.018, 0.004], [0.027, 0.011, -0.058], [0.086, -0.031, 0.038], [0.038, -0.057, 0.044], [0.023, 0.004, -0.096], [-0.030, -0.169, 0.158], [0.065, 0.040, -0.151], [-0.078, -0.057, 0.185], [-0.012, 0.063, -0.038], [0.038, -0.028, -0.005], [-0.224, 0.002, 0.124], [0.025, 0.024, -0.099], [0.018, 0.002, -0.034], [-0.003, 0.000, -0.002], [0.017, -0.013, 0.006], [0.019, -0.012, -0.008], [-0.008, -0.002, -0.005], [0.076, 0.028, -0.067], [0.084, -0.010, -0.017], [0.052, -0.050, -0.090], [-0.107, 0.368, 0.482], [0.008, -0.121, -0.207], [-0.022, 0.183, 0.119], [-0.062, -0.058, -0.011], [0.033, 0.022, -0.030], [-0.109, 0.063, 0.235], [0.021, -0.094, -0.057], [0.011, -0.034, -0.023], [-0.005, 0.000, -0.003], [0.023, 0.011, -0.010], [0.015, -0.005, -0.014], [0.002, -0.006, 0.004], [0.016, -0.044, -0.092], [0.043, 0.003, -0.080]]
}